Entry 1:
14
Properties=species:S:1:pos:R:3:lowdin_charge:R:1 method="wB97M-V/def2-TZVPD" homo_ha=-0.371 orbital_gap_ev=11.02 total_charge=0 lumo_ev=0.9
C 0.866 0.143 -0.814 -0.31
C 0.144 1.517 -0.863 -0.05
C -0.420 0.931 0.495 -0.63
C -0.357 -0.495 -0.126 -0.28
C -0.238 -1.665 0.677 -0.09
C -0.143 -2.642 1.372 0.14
H 1.761 0.104 -0.228 0.15
H -0.594 1.634 -1.603 0.10
H 0.753 2.433 -0.725 0.12
H 0.300 1.040 1.279 0.09
H -1.209 -0.552 -0.824 0.16
H -0.142 -3.448 2.061 0.03
F 1.231 -0.529 -1.946 0.01
Cl -1.952 1.528 1.244 0.56



Entry 2:
19
Properties=species:S:1:pos:R:3:lowdin_charge:R:1 method="wB97M-V/def2-TZVPD" homo_ha=-0.505 orbital_gap_ev=9.23 total_charge=+1 lumo_ev=-4.5
C 2.501 1.614 -0.063 0.06
O 2.040 0.266 0.188 0.07
C 0.820 -0.058 0.336 -0.35
C 0.332 -1.330 0.497 -0.53
Cl 1.111 -2.893 0.163 0.75
C -0.858 -1.319 1.280 -0.09
N -1.710 -0.346 1.323 0.18
C -1.341 0.762 0.589 -0.49
F -1.980 1.890 0.876 0.21
N -1.851 0.080 -0.889 0.23
C -1.158 -0.781 -1.534 -0.22
F -1.583 -1.856 -2.032 0.22
O -0.047 0.986 0.402 0.18
H 1.767 2.073 -0.618 0.07
H 3.439 1.613 -0.528 0.09
H 2.567 2.202 0.944 0.16
H -1.021 -2.114 1.851 0.10
H -2.850 -0.193 -0.846 0.19
H -0.180 -0.596 -1.938 0.16



Entry 3:
16
Properties=species:S:1:pos:R:3:lowdin_charge:R:1 method="wB97M-V/def2-TZVPD" homo_ha="-0.441 / -0.477" orbital_gap_ev="6.49 / 7.52" total_charge=+1 lumo_ev="-5.5 / -5.5"
C 1.718 -0.246 0.731 -0.09
C 2.289 1.025 0.947 -0.34
C 0.676 -0.170 -0.090 -0.24
C 0.391 1.093 -0.634 -0.59
C -2.094 0.038 0.078 -0.50
C -0.254 -1.369 -0.453 -0.06
N -1.610 -1.204 0.051 0.05
N -0.713 1.264 -1.250 0.17
S 1.501 2.273 0.139 1.11
Cl -3.587 0.530 0.536 0.84
H 1.909 -1.161 1.263 0.13
H 3.145 1.391 1.494 0.08
H -0.368 -1.439 -1.523 0.14
H 0.223 -2.250 -0.281 0.10
H -2.154 -1.945 0.298 0.12
H -1.072 2.171 -1.306 0.07



Entry 4:
16
Properties=species:S:1:pos:R:3:lowdin_charge:R:1 method="wB97M-V/def2-TZVPD" homo_ha=-0.350 orbital_gap_ev=10.02 total_charge=0 lumo_ev=0.5
C 0.212 1.787 -0.238 -0.04
O 0.883 0.649 0.276 -0.06
C 0.388 -0.558 -0.261 -0.38
C -0.378 -1.485 0.521 0.01
C -0.426 -2.758 0.214 -0.09
N 0.496 -3.400 -0.642 0.08
C 1.322 -2.726 -1.303 -0.75
Cl 2.607 -3.457 -2.135 0.74
C 1.328 -1.274 -1.356 -0.21
O 0.211 -0.557 -1.628 0.07
H -0.488 2.073 0.475 0.07
H -0.156 1.640 -1.248 0.10
H 1.046 2.416 -0.229 0.08
H -0.822 -1.140 1.369 0.09
H -1.123 -3.332 0.804 0.11
H 2.396 -0.864 -1.652 0.17



Calculated energy above the lowest of the compared OMol25 structures with the same formula, charge and spin in order - 41.00, 33.55, 1.11, 46.47 kcal per mole